Computed, not measured: a structure of composition C14H28Br2Cl2CoGeN7O4Se, with ωB97M-V/def2-TZVPD.

```
! wB97M-V def2-TZVPD RIJCOSX def2/J DEFGRID3
* xyz 1 4
Br 0.847 1.237 -2.957
Br 1.514 -1.742 -3.895
Se 0.328 2.093 0.534
Ge 2.092 3.149 3.079
Co -0.429 -1.412 -1.126
Cl 1.222 -1.337 2.624
Cl -0.920 -3.285 2.434
O -2.309 -0.153 2.180
O -0.217 -5.292 -0.266
O -0.814 -0.505 0.556
O -1.567 -3.740 -0.948
N -5.489 -1.081 -4.283
N -0.464 -4.150 -0.609
N -1.696 -0.990 -2.591
N 2.516 -2.257 -0.332
N 0.496 -3.190 -0.659
N 1.923 -1.034 -0.664
N 2.262 -4.490 0.209
C -2.078 -1.989 -3.411
C -3.303 -2.041 -4.020
C 3.571 1.865 2.833
C -4.248 -1.031 -3.765
C -1.312 -0.672 1.731
C 0.638 2.344 4.139
C -1.409 2.784 1.044
C -0.524 -1.580 2.734
C 0.940 0.012 -4.452
C 1.751 -3.358 -0.246
C 1.420 3.553 1.229
C -3.820 0.044 -2.966
C 2.718 4.855 3.841
C -2.572 0.017 -2.404
H -1.359 -2.780 -3.579
H 3.151 4.691 4.827
H -2.115 1.959 1.012
H -4.478 0.880 -2.772
H 1.651 -5.289 0.295
H 3.480 5.302 3.205
H 1.795 -0.455 0.170
H 3.442 -2.269 0.067
H 2.276 3.664 0.563
H -3.540 -2.876 -4.664
H 1.051 1.824 5.004
H -0.822 -1.345 3.750
H 0.074 1.625 3.545
H 4.332 2.271 2.166
H -5.803 -1.916 -4.745
H -1.692 3.565 0.343
H -1.347 3.181 2.054
H 4.045 1.646 3.790
H 0.842 4.475 1.185
H -0.054 -0.080 -4.873
H 3.200 0.930 2.414
H 1.649 0.393 -5.176
H 1.894 5.559 3.944
H 3.227 -4.549 0.486
H -0.053 3.103 4.504
H -2.233 0.832 -1.775
H 2.505 -0.541 -1.332
H -6.185 -0.423 -3.981
*
```

## Properties
frontier orbital gap (spin up / spin down) = 0.25398 / 0.25213 Ha
HOMO level (spin up / spin down) = -9.925 / -9.926 eV
<S²> = 3.756
energy above the lowest of the compared OMol25 structures with the same formula, charge and spin = 16.7 kcal/mol
LUMO (spin up / spin down) = -3.0138 / -3.0655 eV
calculated total energy = -13163.79883 hartree

How positive or negative is each atom? The natural (NBO) charges in e answer that: 0.07, 0.04, 0.24, 1.59, 1.54, -0.04, -0.01, -0.59, -0.39, -0.92, -0.40, -0.75, 0.64, -0.69, -0.41, -0.61, -0.70, -0.75, 0.07, -0.31, -1.08, 0.26, 0.77, -1.09, -0.78, -0.31, -0.53, 0.66, -1.03, -0.30, -1.08, 0.08, 0.22, 0.24, 0.25, 0.24, 0.46, 0.23, 0.42, 0.40, 0.23, 0.23, 0.24, 0.25, 0.23, 0.23, 0.41, 0.22, 0.23, 0.24, 0.24, 0.23, 0.21, 0.24, 0.24, 0.42, 0.24, 0.23, 0.40, 0.41

Computed, not measured: a cluster of 14 separate species, C14H28BrF17O15 in total, with ωB97M-V/def2-TZVPD.

```
! wB97M-V def2-TZVPD RIJCOSX def2/J DEFGRID3
* xyz 0 1
Br 5.021 -2.421 5.641
F -7.033 -0.183 4.864
F -2.431 -2.054 1.136
F -1.721 1.070 0.702
F 0.270 -1.197 1.354
F -0.191 -0.717 3.516
F -5.453 -1.761 4.641
F 1.198 1.308 0.744
F -7.201 0.338 2.121
F 0.510 2.178 2.814
F -5.008 0.496 4.164
F -6.197 -1.539 0.313
F -2.137 1.142 2.923
F -5.107 -2.692 1.917
F -4.008 -0.587 -0.236
F -7.505 -1.806 2.742
F -4.509 0.937 1.370
F -2.983 -1.305 3.196
O 4.071 2.401 -3.779
O 6.069 3.169 -1.652
O -0.071 0.392 -3.986
O -2.654 3.017 -2.669
O 3.575 -0.374 0.832
O -0.977 -1.507 -5.619
O 4.806 -4.869 -1.617
O 0.583 3.604 -3.270
O 5.244 -2.796 0.529
O -0.009 -1.847 -1.503
O -6.578 1.853 -1.137
O 4.391 0.866 5.650
O 0.546 -4.652 -0.906
O 1.980 6.162 -3.238
O 2.074 1.296 -2.046
C -5.458 -1.392 1.529
C -0.240 -0.168 2.212
C 4.208 -1.249 4.287
C -4.223 -0.436 1.172
C 3.773 0.213 4.788
C 2.435 0.787 4.114
C -5.919 -0.555 4.060
C 3.250 -0.466 2.031
C -2.817 -0.900 1.838
C 3.970 -1.587 2.936
C 2.191 0.447 2.774
C -6.497 -0.805 2.593
C 0.849 1.026 2.082
C -1.731 0.271 1.862
H 0.440 -5.376 -1.534
H -6.454 1.536 -0.234
H 5.137 -3.527 -0.096
H -0.399 -0.500 -3.816
H -2.278 2.160 -2.909
H 1.653 5.266 -3.066
H 4.282 -2.603 2.530
H 0.377 -1.032 -1.159
H 1.665 1.217 -1.176
H 5.397 2.923 -2.303
H 0.413 -3.856 -1.439
H 2.995 1.517 -1.851
H 3.186 2.793 -3.759
H -0.720 -2.050 -0.882
H 5.640 -5.078 -2.056
H -1.881 3.572 -2.500
H 6.904 2.959 -2.086
H 5.098 -2.006 -0.006
H 0.206 3.336 -4.117
H 4.134 -5.098 -2.270
H 3.914 1.480 -4.021
H 0.472 2.826 -2.707
H -5.726 1.687 -1.559
H -1.082 -2.248 -6.229
H 0.885 0.282 -4.044
H 1.772 1.415 4.784
H -1.127 -0.728 -6.168
H 2.937 6.056 -3.297
*
```

## Properties
frontier orbital gap = 0.30518 Ha
HOMO level = -10.196 eV
LUMO = -1.8915 eV
calculated total energy = -5950.43625 hartree

How positive or negative is each atom? The Löwdin charges in e answer that: 0.70, 0.10, 0.11, 0.12, 0.08, 0.11, 0.11, 0.07, 0.10, 0.09, 0.13, 0.09, 0.09, 0.12, 0.08, 0.10, 0.11, 0.09, -0.05, -0.07, -0.07, -0.06, 0.07, -0.06, -0.05, -0.05, -0.07, -0.04, -0.05, 0.06, -0.07, -0.07, -0.05, -0.21, -0.20, -0.53, -0.18, -0.32, 0.11, -0.33, -0.23, -0.20, 0.01, -0.01, -0.20, -0.26, -0.21, 0.03, 0.00, 0.00, 0.01, 0.02, -0.02, 0.12, 0.03, 0.02, -0.02, -0.01, 0.05, 0.04, 0.03, 0.05, 0.02, 0.03, 0.03, 0.06, 0.05, 0.06, 0.02, 0.03, 0.05, 0.03, 0.15, 0.05, 0.03